1.
{
  "formula": "C7H9ClINO2S",
  "method": "the ωB97M-V functional and the def2-TZVPD basis",
  "charge": 0,
  "e_tot_ev": -44445.7909,
  "homo_ha": -0.280,
  "fmax_ev_per_a": 1.08,
  "homo_lumo_gap_ha": 0.268,
  "symbols": ["C", "C", "C", "C", "C", "C", "C", "N", "O", "O", "S", "Cl", "I", "H", "H", "H", "H", "H", "H", "H", "H", "H"],
  "positions_angstrom": [[-0.859, -1.232, -1.776], [-0.836, -1.953, -0.565], [-0.943, 0.128, -1.741], [-0.915, -1.271, 0.609], [-0.933, 0.799, -0.497], [-1.065, 0.749, 1.929], [1.392, 1.353, -0.377], [-1.057, 0.075, 0.655], [1.823, -1.141, -0.949], [1.601, -0.502, 1.419], [2.028, -0.158, 0.083], [-1.457, 2.443, -0.444], [4.497, 0.068, 0.262], [-0.818, -1.755, -2.719], [-0.733, -3.023, -0.570], [-0.956, 0.725, -2.638], [-0.886, -1.775, 1.561], [-1.211, 0.023, 2.724], [-0.103, 1.242, 2.084], [-1.859, 1.494, 1.960], [1.591, 2.104, 0.365], [1.699, 1.605, -1.376]]
}

=====

2.
{
  "formula": "C6H10NO",
  "method": "the ωB97M-V functional and the def2-TZVPD basis",
  "charge": 1,
  "e_tot_ev": -9908.3807,
  "homo_ha": -0.480,
  "fmax_ev_per_a": 5.77,
  "relative_energy_kj_mol": 580.14,
  "homo_lumo_gap_ha": 0.157,
  "symbols": ["O", "C", "C", "C", "C", "C", "C", "N", "H", "H", "H", "H", "H", "H", "H", "H", "H", "H"],
  "positions_angstrom": [[1.402, -1.322, -2.439], [0.850, -1.982, -1.462], [-0.208, -1.395, -0.635], [-0.191, 0.148, -0.825], [-0.190, 0.888, 0.499], [0.729, 1.952, 0.687], [-1.212, 1.170, 2.623], [-1.117, 0.444, 1.353], [1.100, -3.017, -1.323], [-0.484, -1.962, -1.655], [-0.623, -1.797, 0.259], [0.694, 0.394, -1.460], [-1.116, 0.438, -1.391], [0.812, 2.412, 1.621], [1.380, 2.193, -0.128], [-1.033, 2.259, 2.452], [-0.516, 0.772, 3.371], [-2.278, 1.089, 2.969]]
}

=====

3.
{
  "formula": "C9H12N3",
  "method": "the ωB97M-V functional and the def2-TZVPD basis",
  "charge": 1,
  "e_tot_ev": -13987.0557,
  "homo_ha": [-0.438, -0.438],
  "smiles": "C=C1C=CC=C/C1=N/C=N/[NH2+]C",
  "fmax_ev_per_a": 4.83,
  "relative_energy_kj_mol": 423.47,
  "homo_lumo_gap_ha": [0.276, 0.276],
  "symbols": ["C", "C", "C", "C", "C", "C", "C", "N", "C", "N", "N", "C", "H", "H", "H", "H", "H", "H", "H", "H", "H", "H", "H", "H"],
  "positions_angstrom": [[0.387, -0.656, 1.508], [-0.125, 0.580, 1.239], [-1.192, 1.161, 2.047], [-1.107, 2.465, 2.374], [-0.201, 3.319, 1.682], [0.652, 2.868, 0.721], [0.527, 1.470, 0.322], [0.664, 1.044, -0.898], [0.566, -0.092, -1.467], [0.663, -1.272, -1.012], [0.660, -2.268, -2.068], [-0.540, -3.122, -1.985], [0.047, -1.211, 2.361], [1.413, -0.765, 1.274], [-1.930, 0.494, 2.445], [-1.977, 2.909, 2.887], [-0.027, 4.357, 2.023], [1.312, 3.509, 0.260], [0.517, 0.028, -2.669], [1.523, -2.873, -1.888], [0.686, -1.851, -3.023], [-0.529, -3.878, -2.728], [-0.683, -3.721, -1.087], [-1.308, -2.494, -2.318]]
}

=====

4.
{
  "formula": "C13H16N2",
  "method": "the ωB97M-V functional and the def2-TZVPD basis",
  "charge": 0,
  "e_tot_ev": -16720.5397,
  "homo_ha": -0.325,
  "smiles": "CCCCCc1cccc2nccnc12",
  "fmax_ev_per_a": 1.66,
  "relative_energy_kj_mol": 53.35,
  "homo_lumo_gap_ha": 0.318,
  "symbols": ["C", "C", "C", "C", "C", "C", "C", "C", "C", "C", "N", "C", "C", "N", "C", "H", "H", "H", "H", "H", "H", "H", "H", "H", "H", "H", "H", "H", "H", "H", "H"],
  "positions_angstrom": [[1.968, -1.146, 0.717], [2.929, -0.291, -0.154], [2.858, 1.236, 0.087], [1.428, 1.837, 0.187], [0.427, 1.361, -0.933], [-0.888, 0.903, -0.272], [-1.594, 1.792, 0.486], [-2.814, 1.398, 1.154], [-3.252, 0.117, 0.989], [-2.560, -0.834, 0.181], [-3.107, -2.083, 0.060], [-2.368, -2.886, -0.672], [-1.146, -2.492, -1.307], [-0.617, -1.290, -1.243], [-1.358, -0.454, -0.452], [2.415, -1.522, 1.650], [1.704, -2.042, 0.125], [1.013, -0.659, 0.962], [3.955, -0.604, 0.124], [2.816, -0.568, -1.215], [3.464, 1.568, 0.949], [3.334, 1.716, -0.794], [1.003, 1.545, 1.161], [1.512, 2.936, 0.160], [0.832, 0.588, -1.595], [0.183, 2.260, -1.528], [-1.268, 2.825, 0.630], [-3.344, 2.119, 1.781], [-4.178, -0.176, 1.492], [-2.727, -3.912, -0.816], [-0.620, -3.242, -1.912]]
}

=====

5.
{
  "formula": "C46H57BF49NO11S",
  "method": "the ωB97M-V functional and the def2-TZVPD basis",
  "charge": 0,
  "e_tot_ev": -217296.8037,
  "homo_ha": -0.325,
  "fmax_ev_per_a": 5.79,
  "homo_lumo_gap_ha": 0.332,
  "symbols": ["C", "C", "C", "F", "C", "C", "O", "S", "O", "O", "C", "B", "O", "N", "C", "C", "C", "C", "C", "C", "C", "C", "C", "O", "C", "H", "H", "H", "H", "H", "H", "H", "H", "H", "H", "H", "H", "H", "H", "H", "H", "H", "H", "H", "H", "H", "H", "H", "H", "H", "H", "H", "H", "H", "H", "H", "H", "H", "C", "C", "C", "F", "F", "F", "F", "O", "C", "C", "F", "F", "F", "F", "H", "H", "H", "H", "C", "C", "C", "F", "F", "F", "F", "O", "C", "C", "F", "F", "F", "F", "H", "H", "H", "H", "C", "C", "C", "F", "F", "F", "F", "O", "C", "C", "F", "F", "F", "F", "H", "H", "H", "H", "C", "C", "C", "F", "F", "F", "F", "O", "C", "C", "F", "F", "F", "F", "H", "H", "H", "H", "C", "C", "C", "F", "F", "F", "F", "O", "C", "C", "F", "F", "F", "F", "H", "H", "H", "H", "C", "C", "C", "F", "F", "F", "F", "O", "C", "C", "F", "F", "F", "F", "H", "H", "H", "H"],
  "positions_angstrom": [[-2.639, -3.307, -4.524], [-3.423, -3.158, -3.056], [-3.364, -4.556, -2.223], [-1.967, -5.100, -2.414], [-3.744, -4.488, -0.633], [-4.398, -3.086, -0.110], [-5.772, -3.063, -0.555], [-6.911, -3.528, 0.672], [-6.542, -2.804, 2.036], [-6.834, -5.162, 1.051], [-5.544, -5.826, 1.023], [-4.622, -5.615, 2.412], [-3.179, -5.317, 2.422], [-5.325, -5.795, 3.775], [-4.965, -4.604, 4.664], [-4.731, -6.995, 4.517], [-4.705, -5.832, -0.360], [-3.740, -7.083, -0.697], [-3.947, -8.510, 0.015], [-2.887, -8.834, 1.270], [-1.315, -8.837, 0.776], [-0.425, -7.862, 1.791], [0.095, -6.475, 1.088], [0.074, -5.308, 2.029], [0.002, -4.070, 1.188], [-1.481, -3.109, -4.387], [-3.034, -2.387, -5.175], [-2.868, -4.324, -5.062], [-2.782, -2.349, -2.458], [-4.494, -2.703, -3.171], [-4.059, -5.321, -2.821], [-2.712, -4.612, -0.044], [-3.877, -2.106, -0.554], [-4.188, -3.012, 1.036], [-5.883, -6.968, 1.181], [-2.665, -5.860, 1.755], [-3.986, -4.854, 5.297], [-5.818, -4.397, 5.469], [-4.771, -3.619, 4.043], [-3.555, -7.056, 4.421], [-4.966, -6.820, 5.661], [-5.289, -7.958, 4.135], [-5.510, -5.775, -1.241], [-3.804, -7.274, -1.874], [-2.611, -6.736, -0.520], [-3.672, -9.347, -0.795], [-5.065, -8.786, 0.328], [-3.100, -8.197, 2.226], [-3.134, -9.963, 1.570], [-0.845, -9.920, 0.710], [-1.179, -8.364, -0.305], [0.498, -8.516, 2.121], [-1.054, -7.557, 2.731], [-0.636, -6.190, 0.220], [1.158, -6.652, 0.621], [0.646, -3.189, 1.611], [0.379, -4.266, 0.077], [-1.114, -3.703, 1.144], [0.083, 0.968, -6.530], [-0.419, 0.735, -5.096], [0.593, 1.026, -3.994], [1.727, 0.302, -4.112], [0.073, 0.713, -2.772], [-0.913, -0.529, -5.006], [-1.496, 1.563, -4.908], [0.596, -0.174, -7.222], [1.943, -0.525, -6.909], [2.063, -1.839, -6.126], [1.288, -1.842, -5.012], [3.340, -2.045, -5.709], [2.534, 0.528, -6.284], [2.583, -0.646, -8.104], [-0.791, 1.269, -7.119], [0.768, 1.826, -6.596], [0.860, 2.083, -3.973], [1.762, -2.688, -6.742], [-4.196, -14.159, -0.326], [-3.618, -15.283, 0.548], [-2.957, -14.828, 1.844], [-1.945, -13.955, 1.645], [-2.411, -15.891, 2.502], [-2.777, -16.037, -0.209], [-4.659, -16.113, 0.875], [-3.356, -13.665, -1.373], [-2.371, -12.715, -0.970], [-0.936, -13.254, -1.047], [-0.793, -14.421, -0.369], [-0.054, -12.378, -0.499], [-2.700, -12.241, 0.261], [-2.506, -11.657, -1.816], [-5.056, -14.588, -0.853], [-4.620, -13.342, 0.275], [-3.682, -14.366, 2.515], [-0.643, -13.434, -2.083], [0.502, 5.829, -1.141], [1.419, 6.989, -0.722], [1.436, 8.183, -1.670], [1.804, 7.856, -2.927], [2.336, 9.117, -1.246], [2.669, 6.501, -0.503], [0.978, 7.428, 0.500], [1.114, 4.760, -1.869], [1.295, 4.995, -3.265], [2.766, 5.158, -3.669], [3.396, 6.106, -2.930], [2.877, 5.543, -4.967], [0.518, 6.047, -3.634], [0.766, 3.912, -3.896], [0.155, 5.358, -0.214], [-0.417, 6.182, -1.632], [0.460, 8.667, -1.711], [3.311, 4.221, -3.541], [-2.581, 10.951, -2.891], [-2.158, 10.124, -1.666], [-3.212, 9.991, -0.572], [-3.627, 11.182, -0.090], [-2.709, 9.308, 0.496], [-0.990, 10.624, -1.182], [-1.858, 8.864, -2.116], [-2.208, 12.332, -2.891], [-3.057, 13.194, -2.134], [-2.388, 13.752, -0.871], [-1.872, 12.769, -0.090], [-3.281, 14.428, -0.102], [-4.224, 12.545, -1.881], [-3.383, 14.220, -2.968], [-2.046, 10.528, -3.749], [-3.645, 10.816, -3.136], [-4.083, 9.441, -0.929], [-1.573, 14.431, -1.129], [5.497, 9.320, 0.604], [5.920, 8.493, 1.828], [4.867, 8.360, 2.923], [4.451, 9.552, 3.405], [5.370, 7.677, 3.991], [7.089, 8.994, 2.312], [6.221, 7.233, 1.378], [5.871, 10.702, 0.604], [5.022, 11.564, 1.361], [5.691, 12.121, 2.624], [6.206, 11.139, 3.405], [4.798, 12.798, 3.393], [3.855, 10.915, 1.614], [4.695, 12.590, 0.527], [6.032, 8.898, -0.254], [4.434, 9.186, 0.359], [3.995, 7.811, 2.566], [6.505, 12.801, 2.366], [7.159, 5.162, 4.656], [6.656, 4.928, 6.089], [7.669, 5.219, 7.192], [8.803, 4.495, 7.074], [7.149, 4.906, 8.413], [6.162, 3.664, 6.180], [5.579, 5.756, 6.277], [7.671, 4.019, 3.963], [9.019, 3.668, 4.276], [9.139, 2.355, 5.059], [8.364, 2.351, 6.173], [10.416, 2.148, 5.476], [9.609, 4.721, 4.901], [9.659, 3.547, 3.081], [6.285, 5.462, 4.067], [7.844, 6.019, 4.590], [7.936, 6.276, 7.212], [8.838, 1.505, 4.443]]
}